(1)
The following is a quantum chemistry calculation of a cluster of 2 separate species, C6H11PS2 in total, from the OMol25 dataset.

Geometry as XYZ:
```
20
Properties=species:S:1:pos:R:3
C 0.436 -3.280 -0.296
C -0.718 3.557 -0.723
C 1.242 -2.480 0.437
C 0.009 2.535 -0.835
C 0.842 -1.972 1.696
C 0.225 1.562 0.412
P -0.681 -0.009 0.342
S -2.561 0.381 0.622
S -0.476 -0.743 -1.684
H 0.659 -3.774 -1.212
H -0.593 -3.327 -0.016
H -0.792 4.271 -1.498
H -1.501 3.605 0.049
H 2.234 -2.290 0.177
H 0.798 2.401 -1.591
H 1.443 -1.186 2.181
H 0.001 -2.362 2.240
H -0.212 2.168 1.223
H 1.296 1.257 0.461
H -1.653 -0.314 -1.984
```

Summary:
Strongest force on any atom, eV Å⁻¹: 6.6
Relative energy (zero: lowest compared OMol25 entry of this formula, charge and spin), eV: 0.0000

Here are the natural (NBO) charges for atoms 1 to 5, given in e: -0.31, -0.39, -0.31, -0.16, -0.32

(2)
The following is a quantum chemistry calculation of a cluster of 2 separate species, C6H11S in total, from the OMol25 dataset.

Geometry as XYZ:
```
18
Properties=species:S:1:pos:R:3
C -1.669 -1.760 -2.134
C -0.693 -1.107 -1.144
S -1.533 -0.564 0.354
H -2.445 -1.006 -2.394
H -2.168 -2.585 -1.640
H -1.159 -2.109 -3.052
H -0.218 -0.288 -1.648
H 0.093 -1.838 -0.895
C 2.017 2.281 -0.587
C 1.628 1.818 0.637
C 1.343 0.418 0.927
C 0.993 -0.001 2.175
H 2.172 1.609 -1.415
H 2.167 3.337 -0.752
H 1.505 2.545 1.475
H 1.315 -0.264 0.093
H 0.465 -0.950 2.284
H 1.089 0.685 3.037
```

Summary:
Net charge: -2
Strongest force on any atom, eV Å⁻¹: 3.1
Spin multiplicity: 2
Energy, a.u.: -633.2067

Here are the natural (NBO) charges for atoms 1 to 5, given in e: -0.63, -0.55, -0.70, 0.19, 0.19

(3)
The following is a quantum chemistry calculation of the molecule C6H12, from the OMol25 dataset.

Geometry as XYZ:
```
18
Properties=species:S:1:pos:R:3
C -1.161 -1.381 -1.620
C -0.343 -0.104 -1.369
C 0.283 -0.189 0.054
C 0.875 -1.267 0.491
C 0.672 1.288 0.549
C 0.170 1.382 1.978
H -0.317 -2.123 -1.787
H -1.847 -1.495 -0.709
H -1.663 -1.279 -2.614
H -1.068 0.802 -1.589
H 0.305 -0.045 -2.282
H 0.963 -2.125 -0.159
H 1.097 -1.328 1.569
H 1.770 1.665 0.638
H 0.096 1.946 -0.198
H 0.608 2.440 2.384
H -0.947 1.343 2.088
H 0.507 0.472 2.577
```

Summary:
Strongest force on any atom, eV Å⁻¹: 5.8
Relative energy (zero: lowest compared OMol25 entry of this formula, charge and spin), eV: 2.9811
SMILES string: C=C(CC)CC

Here are the natural (NBO) charges for atoms 1 to 5, given in e: -0.61, -0.45, 0.02, -0.41, -0.44

(4)
The following is a quantum chemistry calculation of the molecule C6H12, from the OMol25 dataset.

Geometry as XYZ:
```
18
Properties=species:S:1:pos:R:3
C -0.029 0.708 2.050
C 0.679 0.809 0.698
C 1.031 -0.566 0.072
C 0.237 -0.268 -1.231
C -0.917 -1.292 -1.466
C -0.189 1.083 -0.564
H -0.836 -0.033 1.993
H -0.467 1.661 2.373
H 0.656 0.379 2.844
H 1.495 1.544 0.802
H 0.355 -1.308 0.494
H 2.058 -0.951 0.136
H 0.812 -0.160 -2.163
H -1.631 -0.927 -2.210
H -0.574 -2.277 -1.816
H -1.520 -1.519 -0.568
H 0.101 1.996 -1.095
H -1.262 1.122 -0.351
```

Summary:
Strongest force on any atom, eV Å⁻¹: 1.0
Relative energy (zero: lowest compared OMol25 entry of this formula, charge and spin), eV: 1.2023
SMILES string: C[C@H]1C[C@@H](C)C1

Here are the natural (NBO) charges for atoms 1 to 5, given in e: -0.60, -0.22, -0.41, -0.21, -0.62

(5)
The following is a quantum chemistry calculation of the molecule C6H12, from the OMol25 dataset.

Geometry as XYZ:
```
18
Properties=species:S:1:pos:R:3
C -1.695 -1.240 1.476
C -0.445 -1.267 0.677
C -0.297 1.190 -1.563
C 0.469 -0.154 1.020
C 1.513 0.168 -0.065
C 0.874 0.221 -1.457
H -2.400 -2.032 1.206
H -1.422 -1.361 2.538
H -2.211 -0.261 1.426
H -0.768 1.127 -2.548
H 0.033 2.224 -1.411
H -1.082 0.992 -0.819
H -0.018 0.760 1.405
H 0.975 -0.592 1.905
H 2.295 -0.602 -0.061
H 2.007 1.122 0.167
H 0.537 -0.793 -1.698
H 1.633 0.497 -2.198
```

Summary:
Strongest force on any atom, eV Å⁻¹: 0.5
Relative energy (zero: lowest compared OMol25 entry of this formula, charge and spin), eV: 3.8174

Here are the natural (NBO) charges for atoms 1 to 5, given in e: -0.80, 0.21, -0.61, -0.60, -0.39

(6)
The following is a quantum chemistry calculation of a cluster of 2 separate species, C6H12 in total, from the OMol25 dataset.

Geometry as XYZ:
```
18
Properties=species:S:1:pos:R:3
C 0.151 0.691 1.946
C 1.294 1.331 1.212
C 1.264 1.677 -0.072
C -0.692 -0.917 -1.604
C -1.966 -0.547 -1.489
C 0.061 -1.736 -0.597
H -0.673 0.461 1.262
H -0.230 1.354 2.733
H 0.464 -0.240 2.436
H 2.198 1.521 1.793
H 0.953 -1.198 -0.256
H 2.116 2.146 -0.557
H 0.379 1.502 -0.682
H -0.131 -0.611 -2.488
H -2.563 -0.834 -0.626
H -2.460 0.046 -2.253
H 0.396 -2.684 -1.034
H -0.560 -1.961 0.276
```

Summary:
Strongest force on any atom, eV Å⁻¹: 0.2
Relative energy (zero: lowest compared OMol25 entry of this formula, charge and spin), eV: 1.7502
SMILES string: C=CC.C=CC

Here are the natural (NBO) charges for atoms 1 to 5, given in e: -0.65, -0.17, -0.41, -0.17, -0.42

(7)
The following is a quantum chemistry calculation of the molecule C6H12, from the OMol25 dataset.

Geometry as XYZ:
```
18
Properties=species:S:1:pos:R:3
C 1.320 1.359 0.033
C 0.694 0.058 -0.237
C 1.388 -1.279 0.076
C -0.648 -0.047 0.483
C -1.774 -0.760 -0.255
C -1.862 0.749 0.043
H 0.487 2.065 -0.197
H 1.893 1.469 1.082
H 2.021 1.577 -0.781
H 0.699 0.146 -1.398
H 1.760 -1.395 1.168
H 0.748 -2.196 0.033
H 2.269 -1.483 -0.638
H -0.533 -0.242 1.530
H -2.504 -1.573 0.156
H -1.452 -0.884 -1.260
H -2.620 0.918 0.923
H -1.885 1.515 -0.760
```

Summary:
Strongest force on any atom, eV Å⁻¹: 2.9
Relative energy (zero: lowest compared OMol25 entry of this formula, charge and spin), eV: 2.4509
SMILES string: CC(C)C1CC1

Here are the natural (NBO) charges for atoms 1 to 5, given in e: -0.60, -0.24, -0.62, -0.23, -0.43

(8)
The following is a quantum chemistry calculation of the molecule C6H12, from the OMol25 dataset.

Geometry as XYZ:
```
18
Properties=species:S:1:pos:R:3
C -1.610 -1.394 1.653
C -0.637 -1.109 0.587
C -0.212 1.298 -1.627
C 0.417 -0.142 0.981
C 1.473 0.102 -0.106
C 0.867 0.223 -1.508
H -2.232 -2.265 1.439
H -1.267 -1.400 2.698
H -2.273 -0.520 1.536
H -0.530 1.423 -2.667
H 0.142 2.271 -1.262
H -1.104 1.027 -1.050
H -0.157 0.792 1.143
H 0.876 -0.343 1.967
H 2.188 -0.731 -0.100
H 2.050 1.005 0.136
H 0.426 -0.742 -1.773
H 1.671 0.424 -2.226
```

Summary:
Strongest force on any atom, eV Å⁻¹: 0.4
Relative energy (zero: lowest compared OMol25 entry of this formula, charge and spin), eV: 3.8094

Here are the natural (NBO) charges for atoms 1 to 5, given in e: -0.79, 0.20, -0.61, -0.61, -0.39

(9)
The following is a quantum chemistry calculation of the ion C6H12 with charge +1, from the OMol25 dataset.

Geometry as XYZ:
```
18
Properties=species:S:1:pos:R:3
C -2.236 0.541 0.011
C -1.188 0.090 1.022
C 0.175 0.748 0.889
C 0.901 0.452 -0.461
C 2.388 -1.426 -1.135
C 1.184 -0.957 -0.628
H -3.196 0.081 0.239
H -2.014 0.363 -1.043
H -2.419 1.612 0.158
H -1.579 0.273 2.031
H -1.098 -1.004 1.063
H 0.795 0.412 1.717
H 0.104 1.834 0.916
H 1.780 1.072 -0.620
H 0.211 0.761 -1.262
H 3.275 -0.811 -1.008
H 2.559 -2.431 -1.517
H 0.356 -1.611 -0.373
```

Summary:
Net charge: +1
Strongest force on any atom, eV Å⁻¹: 1.0
Spin multiplicity: 2
Relative energy (zero: lowest compared OMol25 entry of this formula, charge and spin), eV: 1.0974

Here are the natural (NBO) charges for atoms 1 to 5, given in e: -0.63, -0.42, -0.36, -0.51, -0.06

(10)
The following is a quantum chemistry calculation of a structure of composition C6H12AlO14S2, from the OMol25 dataset.

Geometry as XYZ:
```
35
Properties=species:S:1:pos:R:3
Al 6.312 -16.236 1.125
S 4.893 -20.651 1.017
O 4.223 -19.425 0.484
O 4.993 -21.689 -0.013
O 6.144 -20.169 1.593
O 3.943 -21.347 1.865
S 6.241 -12.053 2.397
O 7.548 -12.672 2.586
O 5.818 -12.425 1.039
O 5.427 -12.775 3.379
O 6.324 -10.590 2.659
C 1.566 -13.180 1.170
O 0.891 -13.795 -0.038
C 1.500 -14.582 -0.868
O 2.663 -14.991 -0.732
O 0.711 -14.864 -1.852
C 1.231 -15.449 -3.051
H 0.872 -12.571 1.749
H 2.369 -12.558 0.774
H 2.198 -13.886 1.709
H 0.899 -16.474 -3.216
H 2.320 -15.504 -3.061
H 0.968 -14.996 -4.006
C 0.454 -18.677 1.828
O 0.365 -17.880 3.020
C 1.343 -17.189 3.540
O 2.396 -16.815 2.957
O 0.984 -16.756 4.769
C 1.547 -15.553 5.340
H -0.567 -18.955 1.568
H 0.986 -19.623 1.933
H 0.814 -18.119 0.964
H 1.550 -14.697 4.665
H 2.564 -15.840 5.608
H 0.933 -15.318 6.209
```

Summary:
Net charge: -1
Strongest force on any atom, eV Å⁻¹: 4.9
Relative energy (zero: lowest compared OMol25 entry of this formula, charge and spin), eV: 7.5739

Here are the natural (NBO) charges for atoms 1 to 5, given in e: 0.99, 2.52, -0.90, -0.77, -1.01

(11)
The following is a quantum chemistry calculation of a structure of composition C6H12Br2ClNiO2S, from the OMol25 dataset.

Geometry as XYZ:
```
25
Properties=species:S:1:pos:R:3
Ni 0.138 -15.039 -51.356
Cl 0.084 -13.950 -53.512
C 5.363 -13.121 -52.219
C 5.084 -14.388 -53.071
C 3.703 -14.960 -52.737
S 3.402 -14.365 -51.046
O 4.205 -15.090 -50.092
O 1.937 -14.205 -50.746
C 4.143 -12.774 -51.343
H 5.832 -12.316 -52.777
H 6.161 -13.440 -51.543
H 5.854 -15.147 -52.924
H 5.364 -14.146 -54.098
H 3.614 -16.044 -52.702
H 2.900 -14.450 -53.274
H 4.182 -12.172 -50.436
H 3.480 -12.152 -51.954
Br 0.915 -14.437 -59.012
C -0.382 -14.422 -57.550
C -0.619 -13.093 -56.887
Br -1.495 -11.786 -58.094
H -0.202 -15.243 -56.857
H -1.332 -14.733 -57.989
H 0.340 -12.690 -56.567
H -1.285 -13.203 -56.034
```

Summary:
Net charge: +1
Strongest force on any atom, eV Å⁻¹: 3.4
Spin multiplicity: 3
Relative energy (zero: lowest compared OMol25 entry of this formula, charge and spin), eV: 0.5949

Here are the natural (NBO) charges for atoms 1 to 5, given in e: 1.48, -0.58, -0.42, -0.44, -0.63

(12)
The following is a quantum chemistry calculation of a structure of composition C6H12Br2GaSbSe4, from the OMol25 dataset.

Geometry as XYZ:
```
26
Properties=species:S:1:pos:R:3
Ga -1.008 0.103 -0.095
Br -3.855 -2.025 0.760
C -2.621 -3.397 0.864
Br -0.655 -2.797 0.646
H -2.636 -4.145 0.135
H -2.532 -3.826 1.848
C 1.233 1.795 -1.409
C 1.968 0.240 0.412
C 2.367 -1.245 0.762
C 2.211 1.296 1.499
C 1.518 0.433 -0.842
H 1.043 2.527 -0.571
H 0.384 1.831 -2.186
H 2.123 2.153 -2.022
H 3.451 -1.224 0.439
H 1.983 -2.012 0.050
H 2.241 -1.354 1.878
H 2.973 1.921 1.230
H 2.250 0.860 2.447
H 1.285 1.973 1.409
H 1.409 -0.453 -1.521
Se -5.495 0.672 -1.026
Sb -3.349 1.691 -1.198
Se -1.675 1.825 1.084
Se -2.680 3.524 -2.442
Se -1.934 -0.365 -2.152
```

Summary:
Strongest force on any atom, eV Å⁻¹: 5.1
Relative energy (zero: lowest compared OMol25 entry of this formula, charge and spin), eV: 0.0000

Here are the natural (NBO) charges for atoms 1 to 5, given in e: 0.82, 0.21, -0.47, 0.02, 0.22